Entry 1:
Formula: C23H23GaGeN2OS4
Source: the Open Molecules 2025 dataset
Level of theory: the ωB97M-V functional and the def2-TZVPD basis

Values from the calculation:
gap between HOMO and LUMO (spin up / spin down): 8.4203 / 6.2014 eV
LUMO energy (spin up / spin down): -0.106 / -0.189 Ha
total charge: +1
spin multiplicity: 2
highest occupied orbital energy (spin up / spin down): -11.30 / -11.35 eV
calculated total energy: -181478.0296 eV
⟨S²⟩: 0.755

```
55
Properties=species:S:1:pos:R:3:forces:R:3:nbo_charge:R:1
Ga 0.2786 -1.8270 1.4485 -0.8921 -0.1878 -0.4074 0.95
S 0.9183 -2.6643 3.3504 0.4099 -0.2064 1.0702 -0.31
S 2.3996 -3.6283 2.3563 0.7060 0.3589 0.6086 0.09
S 1.4507 -4.8047 0.9990 0.8480 -1.2204 -0.3691 0.27
S -0.3274 -4.1753 0.7265 -1.2253 0.7254 -0.3331 -0.16
N -1.5003 -1.0906 1.9783 -1.4846 0.8555 -0.1172 -0.63
C -2.3724 -0.3299 1.7610 2.1256 -1.7459 0.1371 0.69
N -3.1177 0.6583 1.4733 -0.8212 -0.4297 0.6165 -0.44
C -4.5989 0.5293 1.2700 0.7665 1.0324 -0.0327 -0.23
C -5.2541 1.7216 1.9020 0.4382 1.7016 0.5967 -0.09
O -4.6047 2.9468 1.4499 -1.3425 -1.7146 -0.2780 -0.50
C -3.2964 3.0046 1.8526 1.0338 1.3926 2.5258 -0.09
C -2.3642 1.9092 1.3446 -1.2666 1.3906 -1.1401 -0.24
H -4.8964 -0.3673 1.7775 -0.2993 -0.5909 -0.1695 0.23
H -4.8165 0.5809 0.2169 0.0543 -0.5613 -0.5083 0.22
H -5.0664 1.6576 3.0074 -0.7703 0.1540 -0.6870 0.18
H -6.3012 1.8851 1.5767 0.5411 -0.6063 0.6142 0.24
H -3.2127 2.9709 3.0016 -0.3717 -0.2010 -1.1646 0.16
H -3.0452 4.0518 1.6488 0.8497 -0.4637 -0.4375 0.23
H -1.4483 1.9219 1.9224 -0.0294 -0.3685 -0.0009 0.25
H -2.1537 2.0011 0.2801 0.3183 0.3190 -0.0768 0.22
C 0.6590 3.8777 0.3789 0.1143 1.0990 0.8551 -0.21
C 0.8030 3.0295 1.4396 -0.4783 -0.8663 0.3605 -0.22
C 1.0890 1.6847 1.2584 -0.2965 -0.5319 0.9921 -0.26
C 1.1787 1.1887 -0.0364 0.6069 -0.0486 -0.5237 -0.34
C 1.0995 2.0744 -1.1353 0.0908 0.1618 -0.6201 -0.21
C 0.8722 3.4496 -0.8952 0.0799 -1.3198 -0.4996 -0.20
Ge 1.3396 -0.7386 -0.3739 1.2625 0.5093 -0.1504 1.04
C 3.1564 -1.4868 -0.4458 0.3115 0.9652 1.2022 -0.43
C 4.1111 -0.8664 0.3963 -0.7836 0.4297 -0.0798 -0.20
C 5.3694 -1.4241 0.5598 -0.2186 -0.2933 0.3131 -0.21
C 5.6257 -2.6511 -0.0677 1.4803 0.7856 1.0061 -0.18
C 4.6651 -3.3154 -0.7668 0.6240 0.6005 -0.7112 -0.22
C 3.4712 -2.7113 -1.0013 -2.3275 0.3178 0.0083 -0.21
C 0.2981 -0.9609 -1.9342 -0.8274 0.0531 -1.9334 -0.46
C 0.6921 -0.8506 -3.2804 1.4691 -0.3134 0.5169 -0.20
C -0.1860 -0.9886 -4.3230 -1.8933 -0.6257 0.4197 -0.20
C -1.5540 -1.3032 -4.0856 2.6004 0.9081 -0.0340 -0.19
C -1.9500 -1.3611 -2.7555 0.3753 -0.0533 -2.6672 -0.17
C -1.0621 -1.1477 -1.7568 0.5053 -0.5947 2.4550 -0.22
H 0.4168 4.9234 0.5938 0.0349 -0.3434 -0.2620 0.22
H 0.4732 3.3744 2.3839 0.3001 0.3639 1.1284 0.21
H 1.1309 1.0104 2.1783 0.0425 0.8363 -1.3469 0.21
H 1.2139 1.6690 -2.1905 -0.2261 0.6795 1.4785 0.23
H 0.7861 4.2333 -1.6072 0.0964 -0.0447 -1.2071 0.23
H 3.7884 0.0479 0.9387 0.5927 -0.5299 -0.4219 0.21
H 6.1028 -0.9663 1.2331 -0.2216 -0.1389 -0.4716 0.23
H 6.6308 -3.0690 -0.0051 -0.2660 0.0059 0.1156 0.22
H 4.9426 -4.1532 -1.3289 0.1772 -1.4945 -0.3823 0.22
H 2.6525 -3.2183 -1.5022 0.2986 -0.1933 -0.4611 0.21
H 1.7506 -0.7896 -3.5554 -0.2282 0.2451 0.3105 0.22
H 0.1704 -0.9862 -5.3233 0.3131 0.1621 -0.6923 0.22
H -2.1322 -1.4932 -4.9756 -0.6143 -0.1191 0.3371 0.23
H -2.9043 -1.7261 -2.6491 -2.2504 -0.4276 1.0622 0.21
H -1.3709 -1.3067 -0.7094 -0.3327 0.1823 -0.5437 0.18
```
Positions in Å, forces in eV/Å.



Entry 2:
Formula: C23H23N3O7S2
Source: the Open Molecules 2025 dataset
Level of theory: the ωB97M-V functional and the def2-TZVPD basis

Values from the calculation:
gap between HOMO and LUMO: 8.3632 eV
LUMO energy: -0.032 Ha
SMILES: CN(C)C(=O)Cc1c(S)c(N=C=O)c(CCCCS(=O)(=O)O)c2c1C(=O)N(c1ccccc1)C2=O
highest occupied orbital energy: -9.24 eV
calculated total energy: -64697.2114 eV

```
58
Properties=species:S:1:pos:R:3:forces:R:3:nbo_charge:R:1
C -3.5374 -2.1744 0.2263 -0.3162 -0.1099 -0.7080 -0.41
N -3.1396 -0.7828 0.4690 -0.0645 0.1038 0.2007 -0.53
C -3.1474 -0.5021 1.9104 0.4145 -0.0348 0.5426 -0.41
C -3.9934 0.1171 -0.2517 -0.9357 0.0180 0.0095 0.74
O -5.0414 0.4853 0.2135 0.0929 0.2271 0.0306 -0.54
C -3.5369 0.6036 -1.6329 0.9964 -0.5864 0.7306 -0.55
C -2.1079 1.1246 -1.4815 -0.8623 -0.1515 -0.6123 0.05
C -1.8593 2.4118 -0.9728 -0.5471 0.3801 0.5976 -0.20
S -3.2786 3.4459 -0.5762 0.1496 0.0889 -0.0863 0.01
C -0.5640 2.8946 -0.7848 0.6257 -0.7821 -0.5797 0.23
N -0.2536 4.1984 -0.2841 -0.1271 -1.0234 0.9694 -0.57
C -0.6418 4.4245 0.8625 -1.3064 1.3293 -0.9278 0.90
O -1.1793 4.8336 1.8060 0.9067 -0.4406 0.3138 -0.46
C 0.5185 2.0667 -1.1308 1.0459 0.5288 -0.5164 0.01
C 1.9452 2.5366 -0.9167 -0.5096 0.2246 1.2249 -0.45
C 2.2172 2.5001 0.6307 0.2480 -0.6879 -0.6578 -0.40
C 3.4444 1.6513 0.9974 -0.0975 0.1356 1.1032 -0.40
C 3.7222 1.8111 2.5300 -0.0725 -0.3260 -1.5349 -0.67
S 2.6486 0.7998 3.5358 -1.0611 0.3197 2.3465 2.35
O 1.3326 1.3769 3.6283 -0.0132 0.0855 -1.3477 -0.96
O 3.2397 0.5891 4.8169 1.0339 -0.3946 -0.4913 -0.92
O 2.4860 -0.6354 2.8302 0.3443 0.6480 -0.2237 -0.87
C 0.2579 0.8245 -1.6549 -0.3910 -1.1520 -0.5326 -0.13
C -1.0382 0.3291 -1.8369 0.2136 0.6805 0.1807 -0.13
C -0.9983 -1.0683 -2.4008 0.3678 1.4463 0.2915 0.71
O -1.9096 -1.7751 -2.7211 0.1276 -0.3586 0.0866 -0.53
N 0.3805 -1.3565 -2.5194 0.9713 -0.8823 0.6911 -0.52
C 0.8809 -2.5828 -1.9331 -0.6040 -0.7550 -0.2114 0.22
C 2.0145 -3.2173 -2.4108 0.3677 0.4517 -0.7141 -0.24
C 2.5057 -4.3664 -1.8172 0.0310 -0.2768 0.5129 -0.20
C 1.8543 -4.9070 -0.7133 -0.0856 0.2110 -0.1937 -0.21
C 0.7034 -4.2835 -0.2566 -0.2453 -0.1774 0.4551 -0.19
C 0.2061 -3.1317 -0.8465 0.1178 -0.0617 0.0259 -0.27
C 1.2034 -0.2569 -2.1394 -0.8696 1.2330 -0.0177 0.71
O 2.3966 -0.2175 -2.2283 0.0678 -0.3619 0.1231 -0.53
H -3.8606 -2.2713 -0.8178 0.3269 -0.1585 0.1225 0.22
H -2.7215 -2.8777 0.4162 -0.0462 0.1779 -0.0064 0.20
H -4.4039 -2.4746 0.8370 0.1747 0.1973 0.0277 0.19
H -2.1428 -0.6616 2.3249 -0.1209 -0.0085 -0.1726 0.20
H -3.8192 -1.1639 2.4741 -0.0834 0.1698 -0.2276 0.19
H -3.4323 0.5274 2.1380 0.0233 -0.1144 -0.2285 0.22
H -4.2214 1.3640 -1.9978 -0.0559 -0.1912 0.0747 0.26
H -3.5034 -0.2757 -2.2838 -0.1167 0.2291 -0.0672 0.27
H -3.1510 3.5434 0.7643 0.1590 -0.1668 -0.2392 0.15
H 2.6572 1.8820 -1.4146 -0.1529 0.2009 -0.1780 0.25
H 2.0369 3.5779 -1.2381 0.0917 -0.2509 -0.2476 0.24
H 1.3547 2.0278 1.1170 0.0936 0.3141 0.1037 0.21
H 2.3275 3.5083 1.0429 -0.0214 -0.1254 -0.1070 0.21
H 4.3536 1.9442 0.4639 -0.2103 0.1103 -0.0234 0.22
H 3.2922 0.5812 0.8161 -0.0386 0.2317 -0.3623 0.22
H 3.4650 2.8423 2.7862 0.1842 -0.2256 0.4719 0.26
H 4.7689 1.5866 2.7400 -0.2588 -0.0996 0.3777 0.26
H 1.6271 -0.6242 2.3792 0.0315 -0.0953 0.0047 0.51
H 2.5358 -2.7820 -3.2588 -0.1087 -0.0766 0.0999 0.23
H 3.4096 -4.8453 -2.1790 -0.1036 0.1651 -0.1213 0.22
H 2.2247 -5.7928 -0.2092 -0.0008 0.0701 -0.1310 0.22
H 0.1724 -4.6963 0.5978 0.0795 0.0344 -0.1073 0.21
H -0.7005 -2.6869 -0.4457 0.1400 0.0632 -0.1445 0.22
```
Positions in Å, forces in eV/Å.